Formula: C3H21N2O8
Source: the OMol25 dataset
Level of theory: the ωB97M-V functional and the def2-TZVPD basis

Calculated values
HOMO = -0.4776 hartree
HOMO-LUMO gap = 10.509 eV
relative energy (zero: lowest compared OMol25 entry of this formula, charge and spin) = 13.3 kcal per mole
LUMO energy = -0.091 Ha

Structure (ORCA input):
```
! RIJCOSX wB97M-V def2-TZVPD def2/J DEFGRID3
* xyz 1 1
C -1.133 1.484 0.903
C -0.120 1.392 1.813
N 0.884 0.760 1.143
C 0.480 0.363 -0.081
N -0.782 0.770 -0.285
H -2.042 2.048 1.160
H -0.063 1.875 2.821
H 1.852 0.602 1.520
H 1.208 -0.303 -0.696
H -1.178 0.960 -1.186
H -1.383 -2.635 1.808
H -0.602 -1.582 1.124
O -1.272 -2.223 0.946
H 2.008 3.276 -1.328
H 2.661 4.012 -0.137
O 2.358 3.134 -0.437
H 4.023 1.097 0.968
H 4.246 1.616 2.301
O 3.729 0.919 1.863
H 0.520 -2.683 -0.276
H 1.771 -2.482 0.487
O 1.355 -2.214 -0.327
H -3.849 0.683 -2.497
H -3.047 -0.708 -2.075
O -3.017 0.247 -2.242
H -2.556 -3.339 -2.147
H -3.789 -2.989 -1.302
O -3.293 -2.719 -2.093
H -0.774 2.355 -3.341
H -1.295 0.882 -3.144
O -0.605 1.486 -3.002
H 0.751 -2.661 3.270
H 1.951 -1.734 3.001
O 1.200 -2.175 2.551
*
```